ORCA calculation (ωB97M-V/def2-TZVPD) on a cluster of 11 separate species, C38H106N8O14 in total.

Element x y z (Å)
C 1.835308 -4.581429 0.707829
C 2.805906 -5.669758 0.992439
O 2.366285 -7.011552 1.012726
O 1.107367 -4.513124 1.974925
H 1.077244 -4.895192 0.042927
H 2.287031 -3.589433 0.462970
H 3.134750 -5.391370 1.969165
H 3.611716 -5.630663 0.260805
H 1.640185 -7.076048 1.590141
H 0.244362 -4.108262 1.790610
C 1.829033 -1.882858 4.350445
C 0.895383 -1.458865 5.500022
O 0.546753 -2.552392 6.307474
O 2.679637 -0.913138 3.719244
H 1.124424 -2.321512 3.546910
H 2.459364 -2.715837 4.646200
H -0.015785 -0.971200 5.126035
H 1.420648 -0.779104 6.164459
H 0.093415 -3.270827 5.816766
H 2.054324 -0.186596 3.422517
C 1.026260 -0.091024 0.229289
C -0.004083 0.727715 0.973551
O -0.573788 0.121173 2.114543
O 0.494777 -1.151192 -0.524602
H 1.915170 -0.328194 0.831767
H 1.496044 0.568454 -0.432332
H -0.886766 1.109656 0.333463
H 0.526841 1.618367 1.339704
H -1.487809 -0.067561 1.905837
H 0.528587 -1.943503 0.037645
C 1.095820 5.244415 -2.975971
C 1.555829 4.753575 -1.602403
C 2.394533 3.480529 -1.658488
O 2.610097 2.859502 -0.403143
C 3.928749 3.082284 0.157635
N 2.406364 5.897726 -1.090510
H 0.655840 4.414699 -3.496346
H 1.859733 5.611368 -3.609186
H 0.459356 6.109766 -2.884541
H 0.709674 4.540782 -0.968481
H 3.311202 3.669818 -2.205815
H 1.861539 2.717291 -2.208680
H 3.864617 2.650527 1.152113
H 4.043356 4.148694 0.263578
H 4.665382 2.556219 -0.486183
H 2.668791 5.741221 -0.122720
H 1.927774 6.793881 -1.105252
C 4.077168 -1.995749 -2.622260
C 3.610583 -1.014007 -1.602122
C 4.439379 -1.125508 -0.352850
O 3.943798 -2.138253 0.546641
C 4.721318 -2.838820 1.452642
N 3.805876 0.310388 -2.152591
H 4.110012 -2.987323 -2.262326
H 5.044994 -1.640593 -2.995368
H 3.454120 -2.073511 -3.501949
H 2.545853 -1.159696 -1.403229
H 4.313978 -0.256127 0.284976
H 5.495120 -1.230864 -0.575400
H 5.162996 -2.174786 2.235616
H 5.497118 -3.420879 0.994154
H 3.965679 -3.444018 1.950747
H 3.121895 0.975242 -1.777132
H 3.863107 0.426939 -3.158455
C 0.533651 0.473453 -4.050718
C 1.636701 1.311730 -4.719051
C 2.353448 0.460103 -5.766687
O 3.524992 -0.048556 -5.149027
C 4.357032 -0.802118 -6.012936
N 0.970495 2.352680 -5.431200
H -0.131488 0.086855 -4.784126
H 0.092408 1.086311 -3.246040
H 1.013541 -0.359117 -3.469412
H 2.404663 1.704262 -4.077745
H 2.590034 1.047011 -6.694041
H 1.683054 -0.387096 -6.167519
H 4.006911 -1.836610 -6.082200
H 5.335329 -0.769804 -5.552298
H 4.425226 -0.268961 -7.050830
H 0.136070 2.676810 -4.963286
H 1.579429 3.157988 -5.644530
C -0.924240 3.516123 3.182071
C 0.520459 4.085857 3.444359
C 1.332632 3.030486 4.202357
O 2.622738 3.404210 4.407800
C 3.369516 2.369345 5.177285
N 1.060844 4.577424 2.187046
H -0.862836 2.457811 2.824619
H -1.367137 4.153939 2.429444
H -1.500664 3.589499 4.155193
H 0.456195 4.989636 4.097196
H 1.445544 2.128603 3.612773
H 0.812453 2.901734 5.187315
H 4.325870 2.174098 4.728589
H 2.799243 1.458113 5.249381
H 3.548712 2.740805 6.202902
H 1.942024 5.070477 2.205759
H 1.119197 3.781395 1.586712
C -3.897245 -2.807913 -3.657002
C -2.634202 -2.822396 -2.768849
C -1.496101 -3.535972 -3.535259
O -0.326793 -3.546501 -2.776135
C 0.883016 -3.855510 -3.460886
N -2.294566 -1.441641 -2.345443
H -3.853069 -2.052707 -4.447495
H -4.698496 -2.591678 -3.024072
H -4.000938 -3.852695 -4.039981
H -2.836724 -3.476175 -1.909162
H -1.212177 -2.903910 -4.428520
H -1.867107 -4.459777 -3.903525
H 0.942551 -4.821290 -3.998191
H 1.659531 -3.924047 -2.710010
H 1.163741 -2.974749 -4.122232
H -1.455500 -1.403225 -1.789797
H -2.203346 -0.969337 -3.217378
C -4.426179 0.409061 2.740579
C -4.328931 -0.439394 1.483540
C -5.612580 -0.249561 0.668716
O -6.624718 -0.909922 1.367111
C -7.869075 -0.549087 0.820291
N -3.165519 -0.134196 0.706069
H -4.806547 1.404578 2.366415
H -3.451011 0.426061 3.307708
H -5.253733 0.156637 3.363400
H -4.240400 -1.478037 1.721551
H -5.575523 -0.579988 -0.391142
H -5.731506 0.802604 0.640237
H -8.135250 0.494191 1.171782
H -8.625436 -1.239149 1.198350
H -7.975024 -0.566655 -0.302793
H -3.085860 -0.623901 -0.222605
H -3.053596 0.889845 0.570738
C -2.943494 -5.466262 1.102263
C -2.654179 -3.936642 1.409245
C -2.396310 -3.540331 2.837542
O -3.563212 -3.663055 3.609506
C -3.460622 -4.024931 4.963448
N -1.464191 -3.558778 0.675408
H -3.470877 -5.526221 0.120247
H -3.741295 -5.730887 1.839242
H -2.031474 -6.120891 1.240394
H -3.578364 -3.412274 1.104419
H -2.158711 -2.482453 2.840688
H -1.510664 -4.023839 3.255608
H -3.110848 -5.021162 5.140982
H -4.433812 -3.865428 5.412341
H -2.788322 -3.381253 5.473402
H -1.579563 -2.564395 0.294383
H -1.356163 -4.008495 -0.269058
C -2.323073 2.854510 -1.874581
C -2.244294 3.552191 -0.500848
C -2.525749 5.082730 -0.373546
O -1.532720 5.818661 -1.029508
C -1.419911 7.143895 -0.606001
N -3.059934 2.819058 0.552759
H -1.407590 3.150107 -2.428788
H -3.036042 3.287356 -2.534188
H -2.390061 1.797343 -1.824180
H -1.187537 3.464537 -0.130567
H -2.491762 5.290027 0.694956
H -3.608402 5.319543 -0.679827
H -0.611047 7.634325 -1.135772
H -1.244100 7.087144 0.474499
H -2.339589 7.685245 -0.720077
H -2.803068 3.069626 1.523857
H -4.081068 3.053482 0.416488

Force components x, y, z for each atom (eV/Å):
-1.20 0.35 1.75
1.08 0.00 -0.80
0.86 0.25 -1.47
-0.02 0.48 -0.04
-0.50 -0.16 -1.63
-0.13 -0.92 0.01
0.95 -0.04 0.77
0.25 -0.08 0.15
-1.48 -0.05 1.24
-0.03 0.03 -0.16
-1.50 -1.01 -1.92
0.52 0.33 -0.41
-0.44 -1.23 0.18
-1.82 1.30 0.36
1.05 0.47 0.93
0.17 0.11 0.33
0.27 0.13 -0.13
0.03 0.24 0.10
0.46 0.89 0.13
1.14 -1.18 0.30
-0.31 0.32 0.72
-1.06 1.00 -0.12
0.97 -0.25 0.46
-0.12 -0.98 0.47
-0.57 -0.73 0.51
0.34 1.31 -1.52
1.61 -0.67 0.41
0.03 0.07 -0.24
-0.91 -0.37 -0.43
-0.12 0.17 -0.30
-0.27 -0.77 0.74
1.48 1.71 -0.21
-0.39 0.01 -0.17
0.51 0.28 0.39
-1.25 -0.70 -0.56
-0.13 -0.98 0.32
-0.81 -0.15 -0.39
1.48 0.07 -0.37
-0.81 -0.09 0.19
-0.50 0.11 0.26
0.50 0.08 0.05
-0.51 -0.06 -0.51
0.31 -0.17 0.07
0.73 0.35 -0.13
-0.13 0.58 0.52
-0.09 0.03 -0.01
-0.22 -0.30 -0.10
0.29 0.28 -1.14
-0.53 0.13 -0.75
-0.26 -0.09 2.36
-0.98 -0.02 -1.94
-0.18 1.11 1.18
-0.08 1.64 0.54
0.49 -1.16 0.75
0.15 -0.42 0.18
-0.49 0.40 -0.21
0.19 -0.35 0.32
0.25 0.90 -0.43
0.33 -0.23 -0.17
-0.12 -0.29 -0.48
0.48 -0.51 -0.32
0.49 -0.37 0.24
0.51 -0.31 -0.17
-0.18 -0.65 0.19
2.41 0.15 2.45
-0.85 -1.21 -1.26
-0.15 -0.94 -0.92
-0.18 0.03 -0.63
-0.13 1.32 -1.12
-0.27 1.72 -0.92
-0.77 -0.12 -0.46
-0.49 -0.20 -0.50
-0.44 0.38 -0.67
0.21 -0.10 0.81
0.13 -0.17 0.83
0.77 0.92 0.72
0.01 0.08 -0.32
0.30 -0.22 -0.06
-0.14 -1.16 1.61
0.08 0.14 0.06
-0.57 -0.64 0.19
0.95 -0.04 1.40
-0.45 0.81 0.54
-1.38 0.11 0.16
3.14 -0.08 1.39
-0.87 1.81 0.18
-0.61 -0.20 -0.10
-0.21 0.79 0.37
-0.25 0.14 -0.09
0.43 -0.33 -1.24
-0.14 -0.67 -0.21
-1.12 -0.82 -0.20
0.10 -0.51 -0.68
0.29 0.04 -0.49
-0.22 -0.37 -0.16
-0.19 -0.03 -0.42
0.10 -0.30 0.47
0.47 -0.32 -0.92
1.78 -1.21 -0.12
0.58 -0.09 -0.37
0.46 2.99 -1.03
0.46 -1.23 0.81
0.28 1.06 -0.35
-1.26 -1.55 0.28
0.13 -0.30 -0.06
-1.54 0.37 0.80
-0.25 0.98 -0.11
-0.09 0.40 0.15
-0.74 -0.44 0.24
0.06 -1.40 -0.12
-0.67 0.46 -0.02
0.07 0.15 0.34
-0.36 -1.10 0.35
0.61 0.05 -0.20
0.52 0.96 -0.38
0.58 1.23 -0.76
-0.57 -0.50 -0.79
1.14 -1.16 0.22
-0.84 0.08 -0.85
-1.21 0.86 0.18
1.61 0.56 -1.05
1.19 -0.32 0.59
-1.12 0.31 -0.55
-0.34 -0.91 0.64
-0.28 -0.83 0.51
0.30 -0.21 0.47
-0.73 1.49 -0.14
0.13 -0.91 -0.47
0.08 0.07 0.12
0.68 -0.07 0.89
-0.43 0.67 1.25
-0.22 -0.72 -0.16
-0.69 0.97 1.36
-0.58 -1.85 -0.98
-0.05 0.36 0.66
-0.76 -0.75 -0.21
-0.26 0.58 -0.43
0.64 2.32 -2.99
0.94 -0.20 0.48
0.72 -0.26 -0.41
-1.08 0.73 -0.41
0.36 0.00 -0.08
0.39 0.53 -0.23
-0.09 -0.54 0.12
0.07 -0.94 -0.18
-0.21 -0.21 -0.02
0.85 0.88 0.62
0.30 -1.27 1.31
-0.36 -0.21 1.40
1.52 2.19 0.14
0.47 -0.19 1.84
-1.03 -0.87 -0.42
-0.23 -0.67 -1.12
-0.02 -0.48 1.17
-0.96 0.98 -0.86
-0.06 -0.46 0.42
-1.36 0.10 -0.24
-0.15 -0.94 0.19
-0.76 -0.08 -0.34
0.09 0.12 0.32
1.33 -0.08 -0.07
0.08 -0.04 -0.01
0.42 0.53 0.06
-0.63 0.47 -0.41
-0.17 0.04 -0.99
1.45 -0.34 0.31

Summary:
highest occupied orbital energy: -0.32030 hartree
HOMO-LUMO gap: 0.340 Eh
energy relative to the best compared isomer or geometry (same formula, charge and spin): 197.9 kcal per mole

Löwdin population analysis, charges in e, atoms 1 to 5: -0.208, -0.269, -0.025, -0.118, 0.097